Formula: C5H14BrEuN2O4P
Source: the Open Molecules 2025 dataset
Level of theory: wB97M-V/def2-TZVPD

Last column: Löwdin spin population.
Element x y z (Å)
1 C 2.558721 1.957322 -0.580650  0.09
2 N 3.250872 1.179538 0.419119  0.68
3 C 2.841672 -0.198854 0.621876  0.08
4 O 2.457693 -0.764331 -0.602598  0.01
5 P 1.010789 -1.516072 -0.697461  0.00
6 O 0.795575 -1.912046 -2.038556  0.00
7 O 1.141734 -2.763269 0.299561  0.00
8 Br 1.410827 -4.305871 -0.748454  0.00
9 O -0.241507 -0.552711 -0.283578  0.00
10 C -1.108006 -1.119369 0.733852  0.00
11 C -2.561283 -0.570837 0.667774  0.00
12 C -2.844438 0.379283 -0.503565  -0.01
13 N -2.154881 1.659337 -0.449484  -0.01
14 H 2.947724 2.969527 -0.535903  0.00
15 H 1.490367 1.969224 -0.351469  0.05
16 H 2.735914 1.602417 -1.589887  0.01
17 H 3.192460 1.641460 1.334027  0.01
18 H 3.692097 -0.728001 1.068382  0.03
19 H 2.029502 -0.268286 1.358901  0.04
20 H -0.684294 -0.873253 1.702748  0.00
21 H -1.183726 -2.198961 0.688579  0.00
22 H -3.216887 -1.422781 0.516692  0.00
23 H -2.855446 -0.073695 1.599045  0.00
24 H -3.957984 0.626905 -0.451922  -0.01
25 H -2.726128 -0.115084 -1.460408  0.00
26 H -1.551770 1.714362 0.361725  0.00
27 H -1.617824 1.773610 -1.301694  0.00
28 Eu -4.851776 1.910437 0.223347  5.02

Forces on atoms 1 to 6 (eV/Å):
1.48 0.82 -0.76
-3.17 -0.32 1.16
1.02 -0.83 -1.06
-0.99 0.69 1.31
0.49 -1.03 -0.48
-0.33 -0.03 -2.90

The HOMO energy (alpha / beta) comes out at -0.656 / -0.656 hartree. As for the total charge: +3. The expectation value of S² is 12.013. Its spin multiplicity is 7. For the LUMO energy (alpha / beta), the calculation gives -11.62 / -12.87 eV. Its HOMO-LUMO gap (alpha / beta) is 6.235 / 4.984 eV.